Entry from OMol25: a 5-piece molecular cluster, C5H20N10O5 overall in a non-equilibrium geometry (ωB97M-V/def2-TZVPD).

```
40
Properties=species:S:1:pos:R:3:forces:R:3
C -1.40560 -1.35158 -0.32880 -2.9 -2.8 -1.8
O -2.47360 -0.79458 -0.54580 -0.4 1.5 0.5
N -1.34960 -2.63858 -0.55280 -2.7 -5.2 -1.2
N -0.28360 -0.89258 0.05520 2.7 4.9 1.7
H -2.30360 -3.14758 -0.75880 3.1 1.3 0.6
H -0.51060 -3.12858 -0.27280 -0.6 -0.4 -0.1
H -0.39860 0.18042 -0.05680 0.7 -1.0 0.2
H 0.66940 -1.15358 -0.23480 -0.9 -0.7 0.1
C -3.33260 2.19142 -1.82480 -1.1 1.0 -0.8
O -3.67660 3.30742 -2.12080 -1.7 2.0 0.2
N -4.04160 1.21142 -1.33180 -5.6 -2.0 2.0
N -2.11660 1.85342 -2.11780 6.1 -0.5 -1.7
H -5.10760 1.47743 -1.25980 3.1 -1.0 0.0
H -3.68660 0.27242 -0.95880 -0.5 2.2 -0.9
H -1.87860 0.85842 -2.14980 0.1 0.8 -0.3
H -1.53260 2.61442 -2.58480 -1.2 -1.9 0.6
C 0.63340 0.83442 3.06620 0.6 1.1 1.5
O 0.65940 1.64042 3.94620 -0.2 1.6 2.4
N 1.70740 0.34642 2.54120 7.1 -2.9 1.6
N -0.39760 0.52042 2.37920 -7.5 -1.4 -0.8
H 2.56740 0.37442 3.15220 -1.4 0.1 -1.0
H 1.70840 -0.49357 1.99920 -0.1 -0.9 0.1
H -1.21060 0.87542 2.96320 0.7 -0.9 -1.7
H -0.53160 -0.29858 1.66420 0.6 1.7 1.9
C 1.04640 1.69742 -0.55680 -1.7 2.9 -2.9
O 1.38340 2.10542 -1.65080 -0.2 0.2 -1.8
N -0.21160 1.69342 -0.11880 -2.7 1.1 0.1
N 1.92340 1.28942 0.27220 3.8 -1.5 2.9
H -0.99960 1.98542 -0.78880 1.2 -0.2 1.4
H -0.28160 1.69342 0.90620 -0.6 0.4 -0.8
H 2.78140 1.77342 0.19720 1.1 0.3 -0.5
H 1.80840 0.94442 1.24320 -0.3 0.9 -0.7
C 2.74640 -2.10958 -0.03080 0.6 -1.3 -0.9
O 3.16540 -1.90958 1.08020 -0.1 2.0 1.8
N 2.87840 -3.32658 -0.52580 0.6 -3.4 0.1
N 2.15840 -1.25658 -0.89780 0.1 2.6 0.0
H 3.34440 -4.05758 0.06020 -0.8 1.2 -1.1
H 2.67240 -3.48358 -1.48480 0.1 -0.5 -0.5
H 1.63840 -1.44458 -1.74580 0.7 -0.5 0.1
H 2.23840 -0.25358 -0.62680 0.1 -0.6 -0.4
```
Forces are in eV/Å.

SMILES: NC(N)=O.NC(N)=O.NC(N)=O.NC(N)=O.NC(N)=O
Energy above the lowest of the compared OMol25 structures with the same formula, charge and spin in kJ/mol: 499.0
Kohn-Sham gap in eV: 9.319

=====

Entry from OMol25: C5H20N10O5 as an isolated structure in a non-equilibrium geometry (ωB97M-V/def2-TZVPD).

```
40
Properties=species:S:1:pos:R:3:forces:R:3
C 3.17525 1.68937 1.49949 -0.7 -1.3 -2.6
O 3.76571 0.64326 1.74257 0.3 -0.9 0.6
N 2.15399 1.84255 0.65794 4.8 9.2 -2.1
N 3.56311 2.85561 1.96372 2.0 2.1 2.4
H 1.82767 2.79766 0.62078 0.2 -0.3 -0.3
H 1.80010 1.10063 0.07105 2.0 2.4 -1.5
H 4.43679 2.73956 2.45701 -0.1 0.9 0.0
H 3.25533 3.70538 1.51288 0.5 -0.2 0.5
C -2.22408 -2.06551 -0.90037 -5.4 -0.4 0.4
O -1.04589 -2.23639 -0.74938 -2.2 -9.7 -8.0
N -3.21426 -2.91381 -0.74459 -0.7 -4.0 -0.3
N -2.77640 -0.89384 -0.91296 -0.1 4.1 -0.7
H -4.16622 -2.58539 -0.82209 0.3 -0.5 0.1
H -3.03644 -3.90705 -0.78885 -0.2 0.1 0.0
H -3.72210 -0.84305 -1.26393 0.4 0.7 0.2
H -2.16230 -0.09259 -0.94420 -0.6 0.3 0.0
C 0.38067 2.32998 2.68166 1.0 6.5 3.2
O 0.80554 3.26375 2.03135 -1.4 2.8 0.2
N 0.07742 2.44200 4.00755 -0.1 1.3 1.2
N 0.25202 1.18714 2.28159 -3.8 -5.8 0.3
H 0.10230 3.38871 4.35860 0.1 -0.6 0.5
H -0.10963 1.60749 4.54486 -0.1 0.8 0.3
H 0.06461 0.56685 3.05632 -0.1 -0.8 -1.1
H 0.24566 0.98736 1.29157 0.1 0.4 1.5
C -0.64727 -1.22216 -3.92616 -1.0 2.7 -3.1
O -0.74487 -0.72996 -5.05247 0.6 -1.3 -0.2
N -0.68961 -0.48383 -2.87007 -2.5 3.6 1.6
N -0.52592 -2.46462 -3.55104 0.4 -4.5 -1.1
H -0.95133 -0.90102 -1.98828 0.1 1.3 -2.1
H -0.81426 0.51712 -2.92176 0.0 -0.2 -0.4
H -0.35261 -3.11230 -4.30640 -0.1 -0.3 0.5
H -0.50896 -2.74007 -2.57949 0.3 -0.3 -0.8
C 0.51002 -0.49823 0.21002 0.9 -2.6 -1.1
O 1.28362 0.27054 0.69616 -1.5 -10.9 0.1
N 0.52804 -0.73479 -1.07430 3.9 0.7 -1.0
N -0.38854 -1.18426 0.81225 0.0 3.0 8.5
H 0.07053 -1.59388 -1.34403 2.8 1.1 -0.2
H 1.28440 -0.27678 -1.56240 -0.2 -0.5 -0.2
H -0.89918 -1.67684 0.09342 0.1 1.7 4.9
H -0.60291 -0.77857 1.71200 -0.2 -0.8 0.1
```
Forces are in eV/Å.

Energy above the lowest of the compared OMol25 structures with the same formula, charge and spin in kJ/mol: 1575.5
Kohn-Sham gap in eV: 6.150

=====

Entry from OMol25: a 4-piece molecular cluster, C5H20N2O3 overall in a non-equilibrium geometry (ωB97M-V/def2-TZVPD).

```
30
Properties=species:S:1:pos:R:3:forces:R:3
C -2.17727 0.51749 0.15089 -0.1 -0.1 -0.3
N -0.78609 0.64489 -0.25703 -0.9 -1.3 0.0
C -0.32506 -0.28076 -1.35784 1.8 3.0 2.0
C 1.12392 -0.73075 -0.90463 -1.4 -1.0 -0.5
C 1.10681 -2.27372 -0.99244 1.6 -0.2 -0.7
N 1.40356 -2.98369 0.24748 -0.8 -0.3 -0.8
C -0.25073 0.50863 -2.64616 -0.3 -0.8 -2.2
H -2.26063 0.41376 1.25004 -0.4 0.4 -0.6
H -2.87493 1.29630 -0.18501 0.3 0.3 0.1
H -2.59834 -0.39452 -0.29842 0.2 0.0 0.3
H -0.40304 1.59367 -0.27446 -0.2 -0.4 -0.3
H -0.96558 -1.16376 -1.41755 -0.1 0.5 0.1
H 1.92647 -0.31035 -1.49465 0.0 0.0 -0.7
H 1.39992 -0.34442 0.07955 -0.7 -0.4 0.2
H 0.21200 -2.71189 -1.43391 -0.5 0.5 0.3
H 1.82985 -2.51744 -1.80712 0.1 -0.3 0.9
H 0.94056 -2.52382 1.02996 0.6 -0.1 -0.1
H 2.38820 -3.10858 0.31733 0.5 0.2 0.8
H 0.75988 0.78833 -2.93801 0.1 0.1 0.3
H -0.85986 1.40134 -2.72772 -0.2 0.1 0.5
H -0.60453 -0.10464 -3.49956 0.1 0.0 0.2
H 1.56727 1.56512 3.42907 0.1 0.2 0.1
H 0.61466 1.34288 2.30147 -0.1 0.1 -0.1
O 0.65051 1.74293 3.18611 -0.1 -0.5 0.0
H 1.44538 3.91491 0.52608 -0.5 -0.2 0.4
H 0.24666 3.30233 1.32007 0.4 0.2 -0.1
O 0.89232 4.03361 1.32772 0.2 0.3 -0.3
H -1.25328 -0.44570 2.16703 -0.2 0.0 -0.1
H -1.99309 -1.81872 2.44542 -0.2 0.4 -0.2
O -1.15550 -1.35345 2.45631 0.8 -0.9 0.4
```
Forces are in eV/Å.

Net charge: -1
Energy above the lowest of the compared OMol25 structures with the same formula, charge and spin in kJ/mol: 177.6
<S²>: 0.751
2S+1: 2
Kohn-Sham gap (alpha / beta) in eV: 2.683 / 8.393

=====

Entry from OMol25: a 4-piece molecular cluster, C5H20N2O3 overall in a non-equilibrium geometry (ωB97M-V/def2-TZVPD).

```
30
Properties=species:S:1:pos:R:3:forces:R:3
C -1.31225 -2.19587 0.00842 1.0 -0.7 0.8
C -0.15824 -2.03002 -1.00611 0.4 2.3 2.0
C 0.35050 -0.57347 -1.26433 -1.3 -0.7 0.8
C -0.74037 0.36942 -1.63576 -2.8 2.0 1.7
C -0.48563 1.38321 -2.72738 -0.6 0.0 -5.3
N -0.25110 2.79260 -2.34897 1.2 -0.2 0.3
N -0.96534 -1.53696 1.26669 3.1 3.0 -2.7
H -2.34291 -1.96324 -0.25083 0.1 0.4 -1.0
H -1.32353 -3.26608 0.15990 -0.2 -0.5 0.4
H -0.49197 -2.47538 -1.88142 -0.3 -0.7 -2.0
H 0.78017 -2.48252 -0.67358 -0.5 -0.8 0.3
H 1.00028 -0.67372 -2.07829 1.3 0.0 -1.2
H 0.89991 -0.14430 -0.42352 0.2 -0.4 0.1
H -1.73093 -0.14111 -1.73892 0.9 0.0 -0.8
H -1.07532 1.00425 -0.72655 0.9 -0.8 -1.1
H 0.27245 1.03854 -3.56538 -0.5 0.2 2.1
H -1.34829 1.42734 -3.52419 0.7 -0.2 1.9
H 0.21087 2.74141 -1.45517 -0.2 0.2 0.8
H 0.52028 3.21439 -2.89623 -0.9 -0.5 -0.1
H -1.64875 -1.55542 1.93918 -2.2 0.0 1.7
H -0.77147 -0.47425 0.99164 -0.8 -2.8 1.3
H 2.77092 1.35810 2.79179 -0.9 0.1 -0.3
H 1.82899 0.27359 2.30986 -0.1 -1.7 0.0
O 1.84468 1.19627 2.51685 1.2 1.8 0.4
H 2.20501 -1.97063 1.85437 -0.5 0.3 0.5
H 0.73081 -1.75431 2.25564 -1.2 -0.2 -0.6
O 1.61979 -1.46332 2.44975 1.8 -0.3 -0.1
H 0.27335 1.56658 1.66573 1.4 0.1 0.6
H -1.03411 2.27530 2.05039 0.8 -1.1 -1.3
O -0.60631 1.70359 1.34871 -2.1 1.2 0.8
```
Forces are in eV/Å.

SMILES: NCCCCCN.O.O.O
Energy above the lowest of the compared OMol25 structures with the same formula, charge and spin in kJ/mol: 121.9
Kohn-Sham gap in eV: 9.551

=====

Entry from OMol25: a 5-piece molecular cluster, C5H20NO6 overall in a non-equilibrium geometry (ωB97M-V/def2-TZVPD).

```
32
Properties=species:S:1:pos:R:3:forces:R:3
C 2.51634 0.81394 1.66211 -0.3 -0.5 -1.0
N 2.32106 -0.27650 0.68609 0.6 0.1 -0.4
C 0.94426 -0.54279 0.23809 0.3 0.7 0.6
C 0.94683 -1.71912 -0.75799 -0.8 0.6 1.3
C -0.44097 -2.08110 -1.32372 0.6 0.4 0.5
O -0.56826 -1.62632 -2.64829 -0.4 0.4 -0.8
C 0.02706 -0.79388 1.48179 -1.0 0.3 -0.8
O -0.92888 0.23494 1.73552 0.6 -0.6 0.7
H -1.25527 0.75318 0.95088 0.5 -0.1 -0.4
H 3.40304 0.56353 2.22776 0.2 0.2 0.3
H 1.66414 0.95473 2.31963 -0.1 0.0 0.3
H 2.80101 -1.10288 1.01747 -0.3 -0.2 0.0
H 0.62922 0.40896 -0.19849 -0.4 -0.1 -0.2
H 1.62786 -1.61631 -1.59585 0.3 0.1 0.1
H 1.26890 -2.50745 -0.08119 0.3 -0.7 -0.3
H -0.44770 -3.17199 -1.35042 -0.5 0.0 -0.1
H -1.23952 -1.68528 -0.67109 0.2 -0.3 -0.3
H -1.11504 -0.82693 -2.74594 0.2 -0.4 0.6
H -0.50115 -1.76246 1.38701 0.1 0.1 -0.1
H 0.67730 -0.89552 2.35703 -0.1 0.1 0.0
H 2.67780 1.73789 1.11354 0.1 0.2 0.1
H -1.73220 2.50156 -0.69905 0.4 0.0 0.1
O -1.79338 1.60910 -0.34542 0.1 0.1 -0.7
H -3.09806 1.68795 2.22582 0.1 -0.1 -0.1
H -2.75469 2.14497 0.75506 -0.1 0.0 1.2
O -3.13257 2.46182 1.65863 -0.3 0.2 -0.5
H -2.87344 1.01988 -1.23028 -0.6 -0.8 0.3
H -3.61760 -0.40484 -1.30295 0.1 0.1 0.2
O -3.68788 0.49934 -1.61509 0.2 0.3 -0.5
H 2.86885 0.64423 -1.30301 0.1 0.1 0.3
H 1.93695 1.56007 -2.05730 0.1 0.1 0.0
O 2.87601 1.41725 -1.89033 -0.2 -0.2 -0.1
```
Forces are in eV/Å.

Net charge: -1
Energy above the lowest of the compared OMol25 structures with the same formula, charge and spin in kJ/mol: 109.0
Kohn-Sham gap in eV: 8.802

=====

Entry from OMol25: a 5-piece molecular cluster, C5H20O5 overall in a non-equilibrium geometry (ωB97M-V/def2-TZVPD).

```
30
Properties=species:S:1:pos:R:3:forces:R:3
C 1.97441 -0.13236 -0.75389 0.4 -0.8 0.7
O 2.25082 -1.46981 -0.29915 -0.3 0.4 -0.3
H 2.52035 -0.02251 -1.68467 -0.2 0.2 -0.2
H 0.90628 0.05123 -0.88703 0.0 0.0 -0.2
H 2.36979 0.57693 -0.02243 0.0 0.2 -0.1
H 1.71426 -1.61596 0.49158 0.0 0.1 0.0
C -1.13162 -3.00864 -1.24446 -0.4 0.7 0.1
O -0.96227 -4.39299 -1.04215 0.0 -0.2 0.0
H -2.12516 -2.70363 -0.89273 0.1 -0.2 0.0
H -0.40007 -2.42338 -0.67773 0.1 -0.1 -0.2
H -1.08587 -2.72496 -2.29713 0.2 0.0 0.0
H -0.54198 -4.75954 -1.82192 0.1 -0.1 0.1
C 1.33770 3.44458 0.43831 -0.5 0.1 -0.1
O 1.73458 4.71623 0.92532 -0.1 0.0 -0.1
H 1.10489 3.52665 -0.62432 0.3 0.2 0.0
H 2.12024 2.70259 0.58404 0.0 -0.1 0.0
H 0.38783 3.11055 0.87960 0.3 0.0 0.3
H 1.84571 4.65065 1.87718 0.0 0.0 0.0
C -1.71442 1.38996 -0.56438 -0.5 0.3 0.2
O -1.23500 1.32518 -1.89432 0.0 0.0 0.1
H -2.39250 2.24110 -0.41401 0.1 0.0 -0.1
H -2.26950 0.49219 -0.27610 0.1 -0.1 0.0
H -0.88113 1.54179 0.11650 0.1 -0.2 -0.1
H -1.99765 1.39396 -2.47376 0.1 0.0 -0.1
C -0.81470 -1.04202 2.11322 -0.2 0.0 0.4
O 0.46202 -1.66902 1.99894 -0.3 0.1 0.1
H -1.37038 -1.11085 1.17852 -0.1 0.0 0.0
H -1.40129 -1.47641 2.92953 0.0 -0.2 -0.2
H -0.69653 0.00358 2.39319 0.3 0.0 -0.2
H 0.29120 -2.61509 1.94424 0.1 -0.1 0.0
```
Forces are in eV/Å.

SMILES: CO.CO.CO.CO.CO
Energy above the lowest of the compared OMol25 structures with the same formula, charge and spin in kJ/mol: 188.4
Kohn-Sham gap in eV: 10.384

=====

Entry from OMol25: a 6-piece molecular cluster, C5H21N2O6 overall in a non-equilibrium geometry (ωB97M-V/def2-TZVPD).

```
34
Properties=species:S:1:pos:R:3:forces:R:3
C 1.51246 1.02759 -0.11553 -1.6 -1.9 -1.2
O 2.69192 0.34917 -0.07744 1.5 -0.7 0.4
C 0.33428 -0.01910 -0.51420 -1.1 1.3 3.8
C 0.37404 -1.12995 0.64947 0.7 1.5 -1.5
C -0.92331 -1.82476 0.79391 0.2 0.2 0.4
C -2.05601 -1.19200 1.15034 -0.1 -1.6 0.2
N -3.25968 -2.04846 1.29979 0.7 1.4 0.3
N 0.49889 -0.42801 -1.85139 0.1 -2.5 -1.8
H 1.48644 1.67195 -0.99923 0.1 1.2 0.5
H 1.43159 1.39448 0.91128 -1.2 1.1 -0.4
H -0.72373 0.45494 -0.41084 1.6 -0.3 0.1
H 0.70989 -0.63473 1.57258 -0.4 -0.5 -0.8
H 1.22822 -1.75616 0.35049 -0.4 -0.3 0.3
H -0.80054 -2.90535 0.66678 -1.0 0.1 -0.2
H -1.96852 -0.09708 1.49862 -0.9 -1.9 -0.7
H -3.06316 -3.03867 1.04153 -0.6 1.6 0.0
H -4.15907 -1.61471 1.02575 1.1 -0.9 0.0
H 0.49362 -1.48443 -2.03271 -0.3 2.0 0.8
H 1.42861 -0.17488 -2.17065 0.2 0.0 -0.2
H 0.58534 0.24905 2.87711 0.6 -1.0 -0.6
H 0.82865 1.34144 3.77651 -0.7 -0.1 0.0
O 0.07545 0.82847 3.42180 0.2 1.3 1.0
H -4.10771 1.07075 -0.98958 0.9 -3.0 1.2
H -3.41260 2.03412 -2.12241 5.3 0.4 -3.9
O -3.98729 1.78710 -1.52133 -6.5 2.5 2.9
H -0.74187 1.92024 -2.11033 1.4 0.0 0.9
H -1.54710 1.03912 -2.99351 0.2 0.0 0.1
O -1.54154 1.91780 -2.59475 -1.3 0.0 -1.3
H 3.21501 0.34418 -1.45456 -0.6 -0.7 -1.0
H 3.80261 -0.51099 -2.67960 0.3 -0.3 -0.1
O 3.12703 0.13759 -2.51064 0.7 0.9 0.8
H 2.63136 -0.01863 1.24121 0.6 -0.4 1.1
H 3.19233 -0.99572 2.41388 0.2 -0.3 0.2
O 2.55534 -0.28568 2.36548 0.3 0.8 -1.3
```
Forces are in eV/Å.

Net charge: -1
Energy above the lowest of the compared OMol25 structures with the same formula, charge and spin in kJ/mol: 207.9
Kohn-Sham gap in eV: 8.048

=====

Entry from OMol25: a 7-piece molecular cluster, C5H22ClN10O10 overall in a non-equilibrium geometry (ωB97M-V/def2-TZVPD).

```
48
Properties=species:S:1:pos:R:3:forces:R:3
Cl -0.59755 0.27483 1.11464 0.9 4.9 -1.1
O -1.14088 1.00391 -0.04354 0.8 -0.9 -0.2
O -1.52294 -0.69753 1.46249 -1.8 -2.9 1.1
O 0.71183 -0.25878 0.88323 0.3 -0.8 -0.8
O -0.45541 1.27636 2.14627 -0.2 -0.2 0.8
O -6.34746 -4.21951 0.50017 -0.2 0.0 -0.1
H -5.43476 -3.93118 0.49209 0.3 0.2 0.0
H -6.43670 -4.71080 1.31681 0.0 -0.1 0.2
C 8.37824 -0.98351 -2.31959 -0.7 2.8 3.2
O 8.60097 -0.11950 -1.49494 -0.1 0.5 1.1
N 7.25720 -1.63124 -2.49283 -3.6 -1.3 0.3
N 9.23588 -1.37015 -3.16620 4.8 -2.0 -4.6
H 6.55830 -1.56804 -1.76644 -0.1 -0.1 -0.6
H 7.18272 -2.19915 -3.32471 -0.8 0.0 0.7
H 10.20462 -1.08810 -3.12025 -0.4 0.0 -0.1
H 8.91410 -2.07165 -3.81770 1.1 0.1 0.0
C -6.69535 -1.35347 7.79213 -1.1 -0.3 -0.6
O -7.64315 -0.67777 7.54605 -2.3 2.2 0.1
N -5.57623 -1.30328 7.10716 2.9 0.5 -1.8
N -6.66643 -2.33134 8.67535 0.4 -2.4 2.3
H -5.53577 -0.61934 6.36507 0.2 -0.4 0.0
H -4.99050 -2.12608 7.11287 0.3 0.7 -0.4
H -5.89004 -2.96047 8.52869 -0.5 -0.2 0.9
H -7.41080 -2.54201 9.32467 0.2 0.1 -0.5
C -2.56998 7.70740 -1.55517 0.2 4.0 -1.6
O -2.72781 8.83034 -2.09853 0.3 -1.2 1.7
N -2.87048 6.63421 -2.19473 -1.7 -4.4 -3.3
N -2.04470 7.40491 -0.37833 1.2 1.0 2.8
H -2.80684 5.70064 -1.81460 0.0 0.3 0.1
H -3.27559 6.69243 -3.11809 0.1 0.2 0.3
H -1.66468 6.48172 -0.22541 -0.1 0.4 0.1
H -1.65904 8.17354 0.15138 0.0 -0.3 0.0
C 3.24981 3.90680 -3.97003 4.7 1.8 -0.2
O 4.41992 4.25878 -4.15352 0.1 0.1 -1.8
N 2.32377 3.68391 -4.84772 -1.5 -0.7 -4.1
N 2.86669 3.81531 -2.76758 -3.0 -1.0 5.7
H 1.37621 3.40356 -4.63884 0.4 0.1 -0.2
H 2.70369 3.66335 -5.78331 -0.7 -0.2 -0.1
H 3.39547 4.20812 -2.00196 -0.1 -0.5 -0.3
H 2.02713 3.27082 -2.63060 0.1 0.4 1.0
C 0.15259 -6.86567 -1.09453 -1.6 -3.0 -1.0
O -0.43745 -7.82387 -1.53825 -0.3 -1.3 -1.5
N 0.28528 -6.69608 0.17709 -0.1 0.7 6.4
N 0.78879 -5.94200 -1.72226 1.5 2.7 -3.3
H 0.08437 -5.75760 0.49173 0.3 -0.1 0.5
H -0.08914 -7.41298 0.78204 -0.2 0.2 -0.3
H 0.99803 -5.12965 -1.15976 0.5 0.1 -1.0
H 0.77406 -6.00015 -2.73047 0.0 0.8 0.2
```
Forces are in eV/Å.

Net charge: -1
Energy above the lowest of the compared OMol25 structures with the same formula, charge and spin in kJ/mol: 438.7
Kohn-Sham gap in eV: 8.015

=====

Which value of energy above the lowest of the compared OMol25 structures with the same formula, charge and spin does entry 7 give?
207.9 kJ/mol

=====

Which formula does entry 7 have?
C5H21N2O6